[1]
{
  "formula": "C11H20BF6IO6P",
  "method": "ωB97M-V/def2-TZVPD",
  "symbols": ["C", "C", "C", "B", "I", "P", "O", "O", "H", "H", "H", "H", "H", "H", "H", "H", "H", "H", "C", "C", "O", "C", "O", "C", "F", "F", "F", "H", "H", "H", "H", "H", "C", "C", "O", "C", "O", "C", "F", "F", "F", "H", "H", "H", "H", "H"],
  "coordinates": [[-0.643, 0.377, 3.469], [-1.717, 1.152, 4.228], [-2.667, 1.996, 3.367], [-3.707, 1.336, 2.318], [-2.707, 0.534, 0.414], [-4.880, -0.122, 2.914], [-5.151, 0.309, 4.514], [-3.802, -1.373, 3.279], [-0.098, 1.033, 2.785], [0.081, -0.073, 4.153], [-1.070, -0.427, 2.867], [-2.293, 0.451, 4.840], [-1.199, 1.814, 4.936], [-2.059, 2.755, 2.854], [-3.316, 2.556, 4.054], [-4.493, 2.173, 1.915], [-4.481, -0.120, 5.058], [-3.086, -1.344, 2.628], [4.469, -1.325, -0.092], [3.073, -0.808, -0.359], [2.078, -1.825, -0.104], [1.706, -1.972, 1.157], [2.109, -1.378, 2.112], [0.579, -3.033, 1.235], [0.954, -4.175, 0.627], [-0.506, -2.576, 0.618], [0.292, -3.313, 2.499], [4.664, -2.218, -0.686], [5.196, -0.561, -0.366], [4.602, -1.567, 0.962], [2.932, -0.560, -1.408], [2.842, 0.068, 0.245], [-0.356, -0.451, -5.790], [0.751, 0.504, -6.172], [0.931, 1.522, -5.158], [1.628, 1.163, -4.095], [2.173, 0.116, -3.898], [1.690, 2.334, -3.081], [0.498, 2.893, -2.905], [2.539, 3.275, -3.529], [2.135, 1.882, -1.916], [-1.283, 0.091, -5.610], [-0.519, -1.159, -6.603], [-0.098, -1.012, -4.892], [0.507, 1.067, -7.069], [1.700, -0.012, -6.318]],
  "gap_ev": 5.738,
  "charge": -1,
  "spin_multiplicity": 1
}

[2]
{
  "formula": "C11H20BNO2",
  "method": "ωB97M-V/def2-TZVPD",
  "symbols": ["B", "C", "C", "C", "C", "C", "C", "C", "C", "C", "C", "C", "N", "O", "O", "H", "H", "H", "H", "H", "H", "H", "H", "H", "H", "H", "H", "H", "H", "H", "H", "H", "H", "H", "H"],
  "coordinates": [[0.463, -0.555, 0.233], [2.531, 1.328, -0.940], [-1.620, -0.236, -0.604], [-1.314, 0.778, 0.655], [-2.772, -1.250, -0.466], [-1.788, 0.509, -1.921], [-2.454, 0.896, 1.745], [-0.899, 2.167, 0.324], [2.405, -1.706, 1.448], [2.435, -1.649, -1.054], [2.858, 0.592, 0.261], [2.015, -0.993, 0.203], [2.219, 1.675, -1.953], [-0.329, -0.771, -0.801], [-0.129, 0.195, 1.244], [-2.573, -1.951, -1.177], [-3.776, -0.787, -0.376], [-2.685, -1.843, 0.441], [-2.631, 1.270, -1.956], [-2.069, -0.284, -2.656], [-0.828, 1.217, -2.217], [-1.932, 1.232, 2.664], [-3.067, 0.074, 1.790], [-3.053, 1.692, 1.508], [-0.779, 2.763, 1.178], [-1.779, 2.724, -0.147], [-0.035, 2.218, -0.383], [3.511, -1.650, 1.714], [2.005, -1.370, 2.416], [2.256, -2.720, 1.559], [2.072, -0.944, -1.825], [3.539, -1.779, -1.123], [1.839, -2.516, -1.215], [2.464, 1.191, 1.118], [3.899, 0.484, 0.311]],
  "gap_ev": [4.430, 6.049],
  "relative_energy_kcal_mol": 25.8,
  "s2": 2.009,
  "spin_multiplicity": 3
}

[3]
{
  "formula": "C11H20Br12O11S3",
  "method": "ωB97M-V/def2-TZVPD",
  "symbols": ["O", "S", "O", "O", "C", "C", "C", "H", "H", "H", "H", "H", "H", "H", "H", "C", "Br", "Br", "Br", "H", "C", "Br", "Br", "Br", "H", "C", "Br", "Br", "Br", "H", "C", "Br", "Br", "Br", "H", "C", "C", "O", "S", "O", "O", "O", "H", "H", "H", "H", "C", "C", "O", "S", "O", "O", "O", "H", "H", "H", "H"],
  "coordinates": [[31.106, -5.961, -43.962], [29.666, -5.816, -43.965], [29.080, -4.773, -44.752], [29.050, -7.288, -44.434], [27.694, -7.217, -44.943], [27.546, -8.442, -45.808], [29.034, -5.835, -42.270], [27.487, -6.348, -45.569], [27.052, -7.116, -44.060], [27.817, -9.399, -45.371], [28.269, -8.317, -46.623], [26.614, -8.492, -46.376], [28.637, -6.830, -42.144], [28.562, -4.881, -42.040], [29.945, -5.688, -41.677], [20.704, -13.546, -42.337], [22.642, -14.075, -42.115], [20.013, -13.550, -44.165], [20.599, -11.809, -41.494], [20.096, -14.231, -41.766], [23.686, -9.504, -43.499], [22.725, -10.913, -44.477], [23.002, -9.200, -41.659], [23.694, -7.862, -44.469], [24.684, -9.881, -43.322], [25.686, -12.877, -43.512], [26.120, -14.795, -43.450], [26.339, -11.950, -45.096], [25.908, -12.023, -41.781], [24.621, -12.866, -43.710], [24.149, -14.535, -46.860], [23.366, -15.633, -45.438], [22.852, -13.159, -47.383], [24.552, -15.737, -48.369], [25.047, -14.083, -46.461], [30.053, -15.078, -47.115], [28.697, -15.700, -46.600], [27.756, -14.664, -46.737], [28.155, -13.677, -47.942], [27.666, -12.357, -47.683], [27.935, -14.290, -49.217], [29.723, -13.792, -47.621], [30.351, -15.664, -47.985], [30.869, -15.083, -46.399], [28.701, -15.951, -45.543], [28.568, -16.592, -47.211], [29.745, -11.910, -41.322], [29.331, -13.286, -40.824], [30.352, -14.208, -41.197], [31.710, -13.451, -41.716], [32.014, -13.973, -43.017], [32.673, -13.520, -40.658], [31.124, -11.973, -41.753], [29.589, -11.060, -40.663], [29.252, -11.665, -42.268], [28.404, -13.560, -41.321], [29.195, -13.274, -39.743]],
  "gap_ev": 9.299,
  "relative_energy_kcal_mol": 0.5,
  "spin_multiplicity": 1
}

[4]
{
  "formula": "C11H20CoN3P2",
  "method": "ωB97M-V/def2-TZVPD",
  "symbols": ["C", "C", "C", "C", "C", "Co", "P", "H", "H", "H", "H", "H", "H", "H", "H", "C", "N", "C", "N", "C", "N", "C", "P", "C", "C", "H", "H", "H", "H", "H", "H", "H", "H", "H", "H", "H", "H"],
  "coordinates": [[0.897, 0.404, -1.545], [0.091, -0.092, -2.549], [-0.434, -1.401, -2.624], [-0.434, -2.265, -1.525], [-0.058, -1.880, -0.247], [-0.054, -0.043, -0.109], [-0.188, 2.195, 0.455], [1.638, 1.206, -1.634], [-0.078, 0.505, -3.451], [-0.776, -1.780, -3.590], [-0.020, -2.652, 0.537], [-0.738, -3.305, -1.688], [-1.250, 2.699, 1.263], [-0.228, 3.279, -0.461], [0.871, 2.711, 1.261], [0.918, -1.215, 4.836], [1.033, 0.169, 4.334], [-0.167, 0.942, 4.721], [-1.420, 0.285, 4.273], [-1.471, -1.107, 4.761], [-0.294, -1.888, 4.335], [-0.255, -2.090, 2.892], [-0.162, -0.461, 2.008], [1.314, 0.211, 2.910], [-1.618, 0.343, 2.844], [0.877, -1.179, 5.932], [1.805, -1.778, 4.513], [-0.104, 1.952, 4.307], [-0.187, 1.004, 5.818], [-2.381, -1.577, 4.373], [-1.497, -1.085, 5.866], [0.625, -2.685, 2.611], [-1.136, -2.634, 2.538], [1.530, 1.224, 2.565], [2.170, -0.434, 2.661], [-2.514, -0.212, 2.539], [-1.745, 1.378, 2.517]],
  "gap_ev": [2.540, 7.457],
  "charge": -1,
  "relative_energy_kcal_mol": 35.2,
  "s2": 3.801,
  "spin_multiplicity": 4
}

[5]
{
  "formula": "C11H20I2O4RhRuS2",
  "method": "ωB97M-V/def2-TZVPD",
  "symbols": ["I", "I", "Rh", "Ru", "S", "S", "C", "C", "C", "C", "C", "C", "C", "C", "C", "C", "C", "O", "O", "O", "H", "H", "H", "H", "H", "H", "H", "H", "H", "H", "H", "H", "H", "H", "H", "H", "H", "H", "O", "H", "H"],
  "coordinates": [[1.470, -0.751, -2.522], [-1.688, -2.987, -3.153], [-2.408, -2.049, -0.813], [-0.204, -0.233, -0.137], [-1.426, -0.086, -1.951], [0.075, -2.590, -0.473], [0.127, 1.572, -0.075], [-2.506, 1.429, -2.522], [0.585, -3.663, 0.901], [-3.506, 0.890, -3.528], [-3.144, 1.933, -1.241], [-1.543, 2.423, -3.151], [0.082, -5.051, 0.539], [-0.035, -3.134, 2.175], [2.103, -3.567, 0.913], [-4.148, -1.409, -0.802], [-3.067, -3.248, 0.427], [0.241, 2.749, -0.008], [-5.199, -0.927, -0.644], [-3.478, -3.858, 1.333], [-4.187, 0.172, -3.059], [-2.983, 0.388, -4.350], [-4.092, 1.732, -3.928], [-3.796, 1.150, -0.826], [-3.729, 2.843, -1.469], [-2.343, 2.171, -0.525], [-0.822, 2.781, -2.408], [-2.095, 3.293, -3.537], [-1.006, 1.952, -3.986], [0.461, -5.776, 1.265], [0.435, -5.324, -0.461], [-1.011, -5.072, 0.566], [0.278, -3.763, 3.022], [-1.129, -3.117, 2.071], [0.332, -2.113, 2.329], [2.517, -4.233, 1.674], [2.407, -2.545, 1.159], [2.512, -3.844, -0.065], [0.929, -0.254, 1.977], [0.567, 0.485, 2.512], [1.729, 0.028, 1.527]],
  "gap_ev": [6.138, 5.385],
  "charge": 4,
  "relative_energy_kcal_mol": 0.0,
  "s2": 24.797,
  "spin_multiplicity": 10
}

[6]
{
  "formula": "C11H20IrN3P2",
  "method": "ωB97M-V/def2-TZVPD",
  "symbols": ["C", "C", "C", "C", "C", "Ir", "P", "H", "H", "H", "H", "H", "H", "H", "H", "C", "N", "C", "N", "C", "N", "C", "P", "C", "C", "H", "H", "H", "H", "H", "H", "H", "H", "H", "H", "H", "H"],
  "coordinates": [[0.875, 3.146, -1.184], [2.226, 2.930, -1.329], [2.673, 1.977, -2.215], [1.787, 1.184, -2.969], [0.450, 1.544, -3.127], [0.452, 1.308, -1.236], [-1.675, 2.125, -1.528], [0.364, 3.952, -0.654], [2.998, 3.417, -0.691], [3.771, 1.770, -2.277], [-0.312, 1.353, -3.901], [2.262, 0.271, -3.381], [-2.610, 1.299, -2.264], [-1.708, 3.270, -2.402], [-2.497, 2.652, -0.451], [-1.557, -2.683, 1.076], [-0.141, -2.761, 0.647], [0.773, -2.596, 1.801], [0.526, -1.328, 2.528], [-0.891, -1.220, 2.956], [-1.842, -1.430, 1.828], [-1.912, -0.277, 0.946], [-0.180, -0.153, 0.269], [0.163, -1.836, -0.433], [0.942, -0.171, 1.739], [-1.756, -3.536, 1.744], [-2.207, -2.713, 0.184], [1.809, -2.591, 1.427], [0.611, -3.442, 2.488], [-1.062, -0.213, 3.372], [-1.084, -2.001, 3.706], [-2.654, -0.442, 0.148], [-2.198, 0.628, 1.505], [1.224, -1.895, -0.729], [-0.465, -2.026, -1.317], [0.854, 0.761, 2.318], [1.990, -0.269, 1.408]],
  "gap_ev": [5.211, 6.420],
  "relative_energy_kcal_mol": 13.2,
  "s2": 6.026,
  "spin_multiplicity": 5
}